ORCA calculation (ωB97M-V with the def2-TZVPD basis set) on a structure of composition C26H34CaCl4N2O6S.

The geometry in XYZ format:
```
74
Properties=species:S:1:pos:R:3:forces:R:3:mulliken_charge:R:1
Ca -0.020 0.451 0.820 -0.1 -0.5 -0.3 1.646
C -2.314 1.224 3.385 0.1 0.0 0.0 -0.844
O -1.305 1.696 2.496 0.0 0.1 -0.1 -0.030
C -1.526 3.053 2.118 0.0 0.0 0.0 -0.559
C -0.456 3.452 1.129 -0.1 0.0 -0.1 -0.819
O -0.463 2.632 -0.044 -0.3 0.1 0.4 -0.229
C -1.629 2.734 -0.879 0.1 0.0 0.0 -1.124
C -2.608 1.556 -0.749 -0.1 0.1 0.1 0.917
O -3.803 1.924 -0.077 0.0 0.0 0.0 -0.275
C -4.784 2.447 -0.953 0.0 0.0 0.0 -0.866
H -2.370 1.876 4.260 0.0 0.0 0.0 0.386
H -3.283 1.195 2.880 0.0 0.0 0.0 0.208
H -2.031 0.223 3.695 0.0 0.0 0.0 0.177
H -2.525 3.141 1.678 0.0 0.0 0.0 0.361
H -1.472 3.704 2.997 0.0 0.0 0.0 0.537
H -0.586 4.505 0.864 0.0 0.0 -0.1 0.437
H 0.539 3.318 1.558 0.0 0.0 0.0 0.295
H -2.165 3.655 -0.633 0.0 0.0 0.0 0.674
H -1.250 2.807 -1.895 0.1 0.0 0.0 0.272
H -2.832 1.139 -1.735 0.0 0.0 0.0 0.627
H -2.204 0.725 -0.168 0.1 0.0 -0.1 -1.140
H -5.072 1.701 -1.701 0.0 0.0 0.0 0.325
H -5.652 2.707 -0.351 0.0 0.0 0.0 0.282
H -4.431 3.345 -1.471 0.0 0.0 0.0 0.316
Cl 5.443 -1.118 5.795 0.0 0.0 0.0 -0.235
C 4.416 -0.510 4.528 0.1 0.0 0.0 0.430
C 3.189 -1.101 4.298 -0.1 -0.1 0.0 -0.912
C 2.392 -0.600 3.287 0.0 0.0 0.0 1.051
Cl 0.836 -1.362 2.968 0.2 0.1 0.1 -0.135
C 2.755 0.484 2.462 -0.1 0.0 -0.1 -1.262
O 1.992 0.938 1.517 0.0 0.0 -0.1 -0.502
C 4.021 1.036 2.752 0.0 0.0 0.0 0.597
Cl 4.553 2.374 1.780 0.0 0.0 0.0 -0.226
C 4.839 0.560 3.756 0.0 0.0 0.0 -0.781
H 2.858 -1.942 4.891 0.0 0.0 0.0 0.458
H 5.801 1.019 3.935 0.0 0.0 0.0 0.443
C -3.118 -2.200 3.097 -0.1 0.1 -0.1 -1.133
S -2.324 -1.801 1.528 0.1 0.0 0.1 0.390
C -3.769 -1.588 0.474 0.1 0.0 0.0 -0.845
H -3.818 -1.423 3.408 0.0 0.0 0.0 0.318
H -2.331 -2.296 3.845 0.0 0.0 0.0 0.340
H -3.642 -3.152 3.017 0.0 0.0 0.0 0.373
H -4.389 -2.482 0.517 0.0 0.0 0.0 0.497
H -3.374 -1.487 -0.538 0.0 0.0 0.0 0.087
H -4.343 -0.706 0.758 0.0 0.0 0.0 0.209
C 4.197 0.977 -2.901 0.0 0.0 0.0 -1.330
C 2.707 0.992 -2.942 0.0 0.0 0.0 0.733
C 1.817 1.098 -3.985 0.0 0.0 0.0 -1.285
C 0.536 1.011 -3.396 0.0 -0.2 -0.1 0.797
N 0.628 0.856 -2.086 0.3 0.3 0.3 -0.237
N 1.957 0.859 -1.831 0.0 0.0 0.0 0.491
C -0.794 1.009 -4.082 0.0 -0.1 0.0 -1.268
H 4.596 1.251 -3.875 0.0 0.0 0.0 0.364
H 4.571 -0.017 -2.649 0.0 0.0 0.0 0.270
H 4.582 1.679 -2.161 0.0 0.0 0.0 0.303
H 2.051 1.205 -5.031 0.0 0.0 0.0 0.459
H 2.300 0.760 -0.884 0.0 0.1 0.0 -0.054
H -0.659 0.982 -5.162 0.0 0.0 0.0 0.376
H -1.379 1.901 -3.847 0.0 0.0 0.0 0.235
H -1.370 0.131 -3.784 0.0 0.0 0.0 0.208
Cl 3.682 -6.185 -2.790 0.0 0.0 0.0 -0.231
C 2.470 -5.007 -2.363 0.0 0.0 0.0 0.488
C 2.801 -3.978 -1.497 0.0 0.0 0.0 -0.991
C 1.830 -3.048 -1.159 0.0 0.0 0.0 0.020
C 0.547 -3.139 -1.684 0.0 -0.1 0.0 0.030
C 0.239 -4.180 -2.552 0.0 0.0 0.0 -0.341
C 1.196 -5.121 -2.895 0.0 0.0 0.0 -0.755
C -0.515 -2.129 -1.328 -0.1 0.3 0.0 -0.283
O -1.608 -2.170 -1.896 0.0 0.0 0.0 -0.781
O -0.187 -1.265 -0.445 0.0 -0.4 0.0 0.245
H 3.802 -3.916 -1.091 0.0 0.0 0.0 0.440
H 2.059 -2.244 -0.472 0.0 0.0 0.0 0.468
H -0.765 -4.231 -2.953 0.0 0.0 0.0 0.475
H 0.964 -5.936 -3.567 0.0 0.0 0.0 0.418
```
Positions in Å, forces in eV/Å.

Orbital gap, eV: 8.149
Molecular weight, g/mol: 684.5
Highest occupied orbital energy, eV: -7.883
Largest force on an atom, hartree/bohr: 0.0104
Multiplicity: 1


ORCA calculation (ωB97M-V with the def2-TZVPD basis set) on a structure of composition C26H34ClO2Os at a distorted geometry.

The geometry in XYZ format:
```
64
Properties=species:S:1:pos:R:3:forces:R:3:lowdin_spin:R:1
O 2.278 -0.421 -0.227 -1.1 -1.2 -0.2 0.000
C 2.195 -1.187 -1.477 0.0 0.2 0.5 0.000
C 2.811 -2.436 -0.828 -0.1 0.8 0.3 0.000
H 2.793 -0.741 -2.270 -0.2 0.1 0.1 0.000
H 1.151 -1.315 -1.803 0.2 0.1 0.1 0.000
C 2.623 -1.636 0.504 0.1 -0.7 -0.7 0.003
H 3.857 -2.594 -1.114 -0.3 -0.1 0.1 0.000
H 2.212 -3.346 -0.906 0.3 0.0 0.0 0.000
C 3.810 -1.479 1.415 0.2 0.1 0.3 0.001
H 4.520 -0.749 1.026 -0.2 -0.2 0.1 0.000
H 4.303 -2.452 1.549 -0.1 0.2 0.0 0.000
H 3.466 -1.138 2.400 0.2 0.0 -0.1 0.000
C 1.460 -2.220 1.288 -0.2 0.0 0.2 0.018
H 0.541 -2.206 0.690 0.0 0.0 0.0 0.016
H 1.300 -1.661 2.215 0.0 0.0 -0.1 0.000
H 1.677 -3.261 1.564 0.0 0.2 -0.1 0.000
Os -2.364 -1.813 1.005 0.7 -0.2 0.0 0.670
C -3.855 -3.110 0.146 -0.6 -0.7 0.2 0.016
C -3.927 -1.817 -0.446 -0.4 0.2 -0.5 0.007
C -2.693 -1.571 -1.117 0.4 0.4 -0.8 0.013
H -4.756 -1.124 -0.367 0.1 -0.1 -0.1 0.001
C -1.857 -2.708 -0.926 0.1 0.3 -0.6 0.061
C -2.578 -3.658 -0.148 0.0 -0.8 0.4 0.030
H -2.197 -4.609 0.206 -0.2 0.1 -0.2 0.006
H -4.618 -3.573 0.762 0.1 0.0 -0.2 0.001
H -2.415 -0.657 -1.628 -0.1 -0.3 0.0 0.001
H -0.840 -2.818 -1.281 -0.2 0.1 0.0 0.010
C -3.537 -0.720 2.421 -0.5 0.3 0.3 0.010
C -2.799 -1.709 3.127 -0.2 -0.7 0.9 0.013
C -1.418 -1.443 2.940 0.1 -0.3 0.5 0.064
H -3.219 -2.555 3.659 0.1 0.3 0.0 0.001
C -1.294 -0.281 2.121 0.4 0.5 -0.2 0.029
C -2.605 0.165 1.807 0.1 0.9 0.0 0.032
H -2.852 1.002 1.167 0.0 0.0 0.1 0.014
H -4.614 -0.671 2.332 0.2 0.1 0.1 0.002
H -0.606 -2.054 3.314 -0.1 0.1 0.0 0.011
H -0.371 0.152 1.752 -0.2 0.0 0.1 0.005
O 4.513 0.267 -1.065 1.8 0.5 -0.8 0.000
C 5.830 -0.321 -1.042 -0.3 -0.4 0.2 0.000
C 6.820 0.562 -1.807 -0.2 0.1 0.4 0.000
H 5.745 -1.325 -1.493 0.1 0.3 0.2 0.000
H 6.135 -0.443 0.010 0.0 0.0 -0.4 0.000
C 5.943 1.631 -2.485 -0.1 -0.4 -0.2 0.000
H 7.391 -0.042 -2.514 0.0 0.2 0.0 0.000
H 7.512 1.021 -1.093 0.0 -0.1 -0.2 0.000
C 4.573 1.504 -1.794 -0.2 0.2 0.4 0.000
H 5.851 1.415 -3.555 0.0 0.1 0.2 0.000
H 6.361 2.632 -2.359 -0.1 -0.1 -0.1 0.000
H 3.735 1.509 -2.505 0.2 0.1 0.1 0.000
H 4.429 2.327 -1.076 -0.1 -0.2 -0.2 0.000
Cl -5.964 1.516 0.154 -0.2 0.2 0.1 0.154
C -5.201 3.042 0.057 3.4 -3.6 -2.0 0.517
C -5.865 4.182 0.478 -2.6 4.3 1.6 0.475
C -5.210 5.427 0.462 0.7 -0.4 -0.2 0.153
C -3.868 5.506 0.063 -3.2 4.1 1.8 0.453
C -3.189 4.379 -0.366 2.2 -4.5 -1.4 0.541
C -3.849 3.106 -0.442 -0.3 0.3 0.4 0.109
C -3.207 1.984 -0.949 0.3 0.3 -0.6 0.450
H -6.894 4.101 0.821 0.2 0.1 -0.1 0.024
H -5.748 6.322 0.771 0.2 -0.3 -0.1 -0.002
H -3.354 6.469 0.088 -0.3 -0.3 0.0 0.018
H -2.143 4.431 -0.679 -0.4 0.0 0.1 0.024
H -2.151 2.061 -1.200 -0.2 -0.1 -0.1 0.023
H -3.777 1.153 -1.353 0.1 0.0 0.4 0.025
```
Positions in Å, forces in eV/Å.

Orbital gap (spin up / spin down), eV: 5.289 / 5.814
Molecular weight, g/mol: 604.2
Highest occupied orbital energy (spin up / spin down), eV: -7.414 / -11.231
Largest force on an atom, hartree/bohr: 0.1058
Multiplicity: 5
Total charge: +1


ORCA calculation (ωB97M-V with the def2-TZVPD basis set) on a structure of composition C26H34F4N4O3PSe2V at a distorted geometry.

The geometry in XYZ format:
```
75
Properties=species:S:1:pos:R:3:forces:R:3:mulliken_charge:R:1
V -0.542 -0.293 -0.682 -1.0 -0.6 -0.1 0.257
C -1.331 -2.823 1.365 0.0 0.0 -0.1 -1.534
N -1.814 -1.534 0.790 -0.1 0.1 0.0 0.547
C -3.200 -1.835 0.304 0.0 0.1 0.0 -1.371
C -1.946 -0.558 1.903 0.1 0.0 0.2 -0.819
C -2.365 0.795 1.384 0.1 0.0 -0.4 -1.477
N -1.785 1.040 0.031 1.3 -1.0 0.3 1.654
C -2.140 2.187 -0.604 -0.6 1.2 0.2 -0.139
C -1.826 2.332 -1.973 0.1 -0.1 -0.1 -0.252
F -1.199 1.266 -2.532 0.0 0.0 0.2 -0.410
C -2.161 3.423 -2.721 -0.2 0.5 0.0 0.135
F -1.858 3.467 -3.999 0.1 -0.1 0.0 -0.233
C -2.844 4.506 -2.133 0.3 -0.5 -0.3 -0.337
C -3.170 4.436 -0.796 0.1 -0.5 0.6 0.022
F -3.796 5.403 -0.179 0.0 0.1 -0.1 -0.213
C -2.833 3.313 -0.026 0.2 -0.3 -0.5 0.503
F -3.145 3.321 1.246 -0.1 0.1 0.1 -0.263
H -1.958 -3.089 2.218 0.0 0.0 0.0 0.501
H -0.303 -2.739 1.688 0.0 0.0 0.1 0.292
H -1.430 -3.616 0.624 0.0 0.0 0.0 0.534
H -3.781 -2.213 1.149 0.0 0.0 0.0 0.517
H -3.177 -2.600 -0.465 0.0 0.0 0.0 0.415
H -3.682 -0.941 -0.081 0.0 0.0 0.0 0.372
H -1.002 -0.512 2.441 0.0 0.0 0.0 0.066
H -2.699 -0.912 2.616 0.0 0.0 0.0 0.661
H -2.021 1.571 2.069 0.0 0.0 0.0 0.636
H -3.447 0.892 1.280 0.0 0.0 0.1 0.799
H -3.100 5.366 -2.744 0.0 0.1 0.1 0.594
Se 0.367 -2.762 -1.295 0.3 0.0 0.1 0.297
Se 1.981 -2.188 -2.865 0.0 0.0 0.1 0.137
C 2.002 -0.310 -2.558 0.1 -0.1 -0.2 0.154
C 3.000 0.356 -3.263 -0.1 -0.1 0.0 -0.836
C 3.168 1.715 -3.098 0.0 0.1 0.0 -0.637
C 2.333 2.388 -2.203 0.0 -0.1 0.0 -1.156
C 1.364 1.670 -1.555 -0.2 0.2 0.0 -0.110
N 1.155 0.335 -1.731 -0.1 0.1 0.1 0.522
C -1.206 -2.517 -2.355 0.0 -0.1 0.1 0.585
C -1.738 -3.397 -3.269 0.1 0.0 0.0 -1.089
C -2.916 -3.014 -3.908 0.0 0.1 0.0 -0.416
C -3.494 -1.789 -3.588 0.0 0.0 0.0 -1.013
C -2.889 -0.974 -2.650 -0.1 0.1 -0.1 -0.345
N -1.749 -1.334 -2.034 0.2 0.4 -0.2 0.853
H 3.650 -0.195 -3.933 0.0 0.0 0.0 0.552
H 3.941 2.241 -3.645 0.0 0.0 0.0 0.502
H 2.437 3.448 -2.020 0.0 0.0 0.0 0.630
H 0.699 2.161 -0.853 0.0 0.0 0.0 0.366
H -1.259 -4.344 -3.480 0.0 0.0 0.0 0.611
H -3.380 -3.664 -4.639 0.0 0.0 0.0 0.519
H -4.412 -1.470 -4.063 0.0 0.0 0.0 0.524
H -3.319 -0.022 -2.371 0.0 0.0 0.0 0.467
C 4.593 -0.240 1.784 0.1 -0.1 0.0 -0.866
C 4.041 -1.208 0.781 -0.1 0.0 0.0 -0.366
O 2.624 -0.867 0.385 0.0 -0.1 -0.2 -0.065
P 1.317 -0.499 1.116 -0.3 0.2 -0.1 0.641
O 1.200 -1.221 2.480 -0.1 0.0 0.0 -0.239
C 1.884 -2.390 3.157 0.0 0.1 -0.2 -0.111
C 1.398 -2.429 4.574 0.1 -0.1 0.0 -1.329
O 1.114 1.023 1.392 0.2 0.2 0.3 -0.288
C 1.726 1.845 2.512 0.0 -0.2 -0.1 -0.054
C 2.446 3.015 1.914 0.0 0.0 0.0 -1.178
H 5.595 -0.581 2.056 0.0 0.0 0.0 0.467
H 4.010 -0.208 2.706 0.0 0.0 0.0 0.203
H 4.691 0.762 1.371 0.0 0.0 0.0 0.240
H 4.007 -2.241 1.121 0.0 0.1 0.0 0.353
H 4.561 -1.166 -0.173 0.0 0.0 0.1 0.476
H 2.951 -2.197 3.073 0.0 0.0 0.1 0.359
H 1.622 -3.276 2.580 0.0 0.0 0.0 0.374
H 1.614 -1.499 5.095 0.0 0.0 0.0 0.314
H 1.934 -3.228 5.089 0.0 0.0 0.0 0.479
H 0.333 -2.648 4.632 0.0 0.0 0.0 0.342
H 2.372 1.177 3.077 0.0 0.1 0.0 0.282
H 0.875 2.125 3.127 0.0 0.0 0.0 0.375
H 3.224 2.697 1.221 0.0 0.0 0.0 0.212
H 2.928 3.572 2.720 0.0 0.0 0.0 0.493
H 1.763 3.698 1.412 0.0 0.0 0.0 0.313
```
Positions in Å, forces in eV/Å.

Orbital gap (spin up / spin down), eV: 5.764 / 5.735
Molecular weight, g/mol: 766.4
Highest occupied orbital energy (spin up / spin down), eV: -20.195 / -20.194
Largest force on an atom, hartree/bohr: 0.0319
Multiplicity: 1
Total charge: +4